DFT (ωB97M-V/def2-TZVPD) results for a 15-piece molecular cluster, C68H108N4O41 overall.

E_LUMO = -0.944 eV
Frontier orbital gap = 8.9195 eV
Molecular weight = 1637.60 g mol⁻¹

Geometry (Å):
H1 -3.63246 8.24566 -2.91041
H2 -3.20555 -4.11369 4.52085
O1 0.18963 7.95789 -1.67511
C1 3.33091 2.69316 -1.35285
C2 -0.49320 1.06151 0.25239
H3 0.01026 -10.95656 -0.94857
C3 -0.20662 -3.43445 -6.66090
C4 8.17368 1.12802 -1.61120
H4 1.98663 2.07082 -4.15213
C5 -2.85756 -3.24638 -2.84492
H5 -0.99473 5.73985 -7.52217
H6 0.43735 -0.34018 5.65873
C6 -1.03840 -2.28005 -6.61709
H7 4.90460 -3.20388 -1.94288
C7 -4.28234 6.06531 4.16910
H8 -2.88417 -1.35288 0.01488
O2 4.43207 2.86812 -1.94755
H9 1.04019 -0.21674 -4.87931
H10 5.05886 -1.31341 1.66299
H11 1.59757 6.61837 -2.10136
H12 -2.76773 1.30577 7.42363
H13 -1.99146 -2.33128 -7.12251
H14 2.93742 -2.38153 -2.99200
C8 -3.52246 -0.95775 -3.24432
H15 0.94063 5.31982 7.27583
H16 1.87585 -6.11867 2.92221
O3 2.13395 2.65973 -1.99557
H17 -4.05995 6.97606 3.61306
H18 2.61521 4.88516 7.72808
H19 5.70348 -3.59595 5.25418
O4 1.33201 -6.37053 -2.84961
H20 1.40233 3.64197 -3.57941
O5 0.04320 0.19627 -0.53645
H21 -0.52839 0.94001 4.84184
H22 -1.57644 4.08946 -7.54441
H23 2.53318 -2.34315 -4.95885
H24 4.82430 3.23629 0.85679
C9 -2.63050 -2.95344 -1.46172
O6 -2.48951 0.21829 -6.51557
C10 -7.45771 -1.84290 -0.25060
H25 5.72977 -7.51671 7.60712
O7 -2.36914 -3.72307 0.68674
H26 0.55294 -9.02009 -2.57492
H27 -2.76922 -4.24624 -3.24348
C11 2.47944 5.82498 5.86328
H28 -6.93773 0.67593 0.80934
H29 -0.34956 -10.74504 1.14651
H30 -6.21645 5.77339 -0.74145
C12 -1.52967 3.16915 3.44925
C13 -0.48499 -1.10917 -6.05415
H31 6.65815 -8.86775 6.94740
C14 -0.20247 -8.51078 1.27824
C15 4.80519 -2.14715 -1.69477
C16 -6.09465 0.08112 0.45789
C17 1.01103 -3.38928 -6.06452
C18 5.61370 -3.54330 4.17920
O8 -2.58729 -2.20415 4.93070
H32 -3.54079 -2.58697 -4.67940
O9 -4.81698 4.08556 2.04944
H33 -6.06977 -4.43537 -1.52233
O10 -4.92808 1.75013 -3.37643
C19 5.85953 -3.25895 1.49212
H34 5.51019 -9.19816 8.24368
O11 -7.31834 -3.06227 -0.58613
H35 3.00357 6.63357 6.37275
O12 -1.57666 8.54336 -2.89429
H36 -0.10509 4.71884 -8.60902
H37 -6.39927 0.43203 -5.64420
O13 -8.43295 -1.14081 -0.42970
H38 -5.97818 -4.31374 0.27869
H39 5.96556 -3.05069 0.43771
H40 -3.03570 8.88251 -4.39306
H41 2.15966 -2.03209 1.10757
H42 -1.14095 2.15087 3.45818
H43 -0.67108 0.63791 6.57059
H44 -2.28066 -3.23427 3.19985
C20 6.10676 -4.59208 3.46174
H45 2.46349 3.29931 2.26528
C21 -4.25232 0.52415 5.84428
H46 4.40450 1.92962 -7.62601
H47 -5.18674 -3.13870 -0.67988
H48 -6.09294 3.50606 -1.33922
C22 2.17678 2.88539 -3.45326
H49 0.75469 6.48353 0.84086
C23 0.43189 -1.07045 0.01169
H50 0.84775 5.17229 -6.13425
H51 2.55060 1.57109 2.20894
O14 7.62445 -0.11021 -1.96074
H52 -4.14586 -0.34762 1.46357
C24 1.71461 -1.04949 0.95096
O15 5.20921 -7.19987 5.08045
H53 -5.19175 0.07317 6.16394
O16 4.61738 -0.05992 3.90492
C25 2.94480 -7.92716 3.55408
O17 0.85628 3.22504 -6.51819
H54 4.54910 1.49880 0.68947
C26 5.40065 -2.18836 2.19595
C27 -3.75515 4.12935 2.67479
O18 1.85118 3.48638 6.51130
O19 -0.72132 2.17692 -0.39306
H55 4.49249 -1.99470 -0.66177
H56 2.53587 -0.43636 0.57990
H57 3.20513 -0.82220 -2.22849
N1 -2.29994 -4.03282 -0.52901
C28 -6.19740 5.60813 -1.81868
C29 5.22861 -2.26609 3.60930
O20 5.89803 -0.08528 -0.30303
O21 -4.65982 -1.67188 4.23296
H58 1.66790 -4.24105 -6.16162
O22 4.57684 -1.36442 5.60788
C30 4.05695 2.46331 0.81449
H59 -1.91395 3.34081 4.45472
H60 -3.90313 -0.18014 -3.88993
C31 2.22903 -6.59855 3.83495
C32 5.69388 -8.57901 7.36560
H61 3.48227 0.40649 -8.10220
H62 2.29671 -8.64520 3.05160
C33 -3.67400 1.56843 6.87791
H63 0.12607 5.42735 -0.39056
O23 -6.02673 3.82267 -3.45328
H64 0.51964 3.83438 3.57138
O24 1.49328 -5.33303 -0.96626
H65 -0.26271 3.82822 2.02688
H66 3.47188 1.98612 -8.95002
H67 -0.37224 -4.34287 -7.22103
C34 1.54018 -2.25648 -5.37456
C35 -3.33203 -2.28531 -3.66362
H68 0.28140 -6.49691 1.06626
O25 -6.33297 2.46064 -5.18325
H69 -4.48676 1.34453 1.32475
H70 1.68839 6.24274 5.24053
C36 6.19477 -4.51605 2.03125
C37 3.47212 1.48954 -7.97970
H71 -3.21686 2.38816 6.32368
O26 3.06205 2.62374 -0.04813
O27 -2.69211 3.24627 2.57748
O28 -0.92022 6.32627 -2.79154
C38 3.70867 -1.70135 -2.63055
C39 -0.41428 4.09421 3.07300
H72 3.74296 -7.69716 2.84829
C40 -5.64684 4.19090 -2.06039
H73 -0.29356 -8.41161 2.34981
C41 -2.76468 8.22181 -3.56957
H74 -5.33468 5.80707 4.05082
O29 3.44028 -8.55513 4.68768
C42 6.47673 -0.56399 -1.30806
C43 -3.33774 -0.66546 -1.90730
C44 0.24923 -7.41113 0.49219
H75 3.76507 2.37105 3.01446
H76 -7.22966 5.43876 -2.12505
O30 -6.33739 -1.33856 0.38312
O31 2.22839 3.84157 -8.17757
H77 7.93614 1.49061 -0.61110
H78 -2.86825 7.17726 -3.86331
C45 0.12577 4.40523 -6.41435
H79 -1.62139 2.57726 -2.36039
H80 -0.11693 3.34475 -1.95348
H81 -4.07458 6.30881 5.21104
H82 -4.48048 0.97597 4.87894
C46 -2.37553 -3.45598 4.26283
C47 0.66779 2.83800 6.47473
O32 -0.90629 1.12159 -5.38731
H83 -0.50722 -1.49529 0.36623
C48 -6.06591 1.39446 -6.03241
H84 3.21315 5.33123 5.22611
C49 3.15709 2.47193 2.11541
C50 -0.84163 7.52171 -2.44094
O33 -3.32945 -0.48479 5.59495
C51 -3.64018 -1.48658 4.85669
H85 1.35104 -6.66073 4.47789
C52 1.87276 4.87291 6.93013
H86 -0.54730 4.46801 -5.55929
H87 -4.45035 1.88095 7.57628
H88 6.31488 -5.55226 3.91021
C53 -0.20706 -9.80019 0.64317
H89 -5.79469 0.45667 -0.52041
H90 -1.47810 -3.88295 4.71050
O34 -1.85493 -5.10943 -0.94056
H91 -4.55688 4.19635 -2.06804
H92 4.26789 -1.26030 -3.45568
C54 0.98974 6.03713 -0.12536
O35 2.33542 1.81025 -7.22036
C55 0.06833 -9.91402 -0.67262
O36 0.96931 1.65638 5.93510
C56 1.27703 7.18078 -1.22441
C57 0.68433 -1.13379 -5.32514
H93 -0.62922 5.16276 3.06345
H94 -5.65639 6.33888 -2.41986
H95 -3.54498 0.32965 -1.54234
C58 -0.68984 4.70677 -7.68924
O37 -3.47600 5.06259 3.69145
C59 -5.73447 2.57815 -3.93522
H96 -5.21041 0.41681 2.58225
H97 0.63639 -1.74417 -0.82040
H98 -4.98889 1.36970 -6.19826
H99 2.08562 7.87230 -0.98761
C60 -4.95489 0.38040 1.52325
C61 0.03074 0.66811 5.73714
N2 1.11333 -6.30560 -1.62633
H100 3.14107 3.23429 -3.82272
N3 4.80293 -1.15622 4.43823
H101 6.57396 -5.34230 1.44822
C62 0.39249 -8.77420 -1.53560
C63 -2.91065 -1.61837 -1.03164
C64 4.50002 -8.16284 5.39088
C65 1.82754 3.01705 -7.32654
O38 4.61595 -8.91173 6.58271
O39 -0.46517 3.15364 6.85606
H102 2.92450 -5.78940 4.05789
H103 7.78438 1.79616 -2.37941
O40 -0.62231 0.92990 1.47707
N4 -1.35493 0.14597 -6.02482
H104 -6.56442 1.59776 -6.98017
H105 9.26199 1.17805 -1.64599
O41 6.11031 -1.65899 -1.90130
H106 -0.25570 1.60852 -2.32817
C66 -0.70426 2.44170 -1.78716
H107 1.79273 5.31843 0.03824
C67 -6.07609 -3.76858 -0.66009
H108 1.46356 -0.59675 1.91017
C68 0.53727 -7.50545 -0.89807

Cartesian forces (eV/Å) of the 3 atoms listed first:
H 0.14 0.67 0.64
H -0.08 -0.08 -0.50
O -2.25 1.85 0.15